The following is a DFT calculation (ωB97M-V/def2-TZVPD) of 3 unconnected molecules or ions with the total composition C16H28NO8S2.

Each line ends with the natural charge from an NBO analysis.
CARTESIAN COORDINATES (ANGSTROEM)
O1 -1.6033 -3.4977 -4.6463  -0.579
C1 -1.2701 -3.9545 -3.4075  0.506
C2 -0.8832 -2.8189 -2.2883  -0.323
N1 -1.8732 -1.6783 -2.3738  -0.782
C3 -3.2803 -2.1063 -2.0204  -0.258
C4 -3.4766 -2.6577 -0.4890  -0.095
O2 -4.6380 -3.5950 -0.4555  -0.769
C5 -1.3382 -5.5761 -3.1737  -0.096
C6 -0.8317 -6.5237 -4.4428  -0.192
C7 -0.8618 -8.1628 -4.4323  -0.260
C8 -1.4459 -8.9368 -3.0817  -0.254
C9 -1.9346 -8.0166 -1.7745  -0.252
C10 -1.8867 -6.3458 -1.8326  -0.226
H1 0.1686 -2.3676 -2.6278  0.209
H2 -0.7092 -3.2462 -1.2104  0.144
H3 -3.7616 -2.8877 -2.7463  0.137
H4 -3.9547 -1.1252 -2.1078  0.173
H5 -3.7618 -1.7451 0.2005  0.166
H6 -2.5339 -3.1683 -0.0202  0.152
H7 -4.3080 -4.5486 -0.5482  0.455
H8 -0.4324 -5.9836 -5.4177  0.245
H9 -0.5158 -8.7667 -5.3790  0.225
H10 -1.5093 -10.1255 -3.0641  0.224
H11 -2.3650 -8.5413 -0.7926  0.226
H12 -2.2675 -5.7084 -0.9080  0.233
O3 -0.0182 1.6273 0.7240  -0.914
S1 0.7491 2.6207 0.0062  2.350
O4 0.3628 4.0163 -0.0249  -0.945
O5 0.9850 2.1058 -1.5222  -0.716
C11 -0.1504 1.7808 -2.3132  -0.094
C12 -0.8816 3.0255 -2.7785  -0.639
C13 2.4378 2.5323 0.5443  -0.885
H13 -0.8213 1.1070 -1.7673  0.237
H14 0.2126 1.2321 -3.1895  0.202
H15 -1.3219 3.5639 -1.9342  0.215
H16 -1.6884 2.7676 -3.4690  0.221
H17 -0.1916 3.7146 -3.2765  0.199
H18 2.7577 1.4899 0.5429  0.250
H19 2.4866 2.9399 1.5569  0.263
H20 3.0549 3.1332 -0.1263  0.245
O6 2.0990 3.9695 3.9915  -0.924
S2 2.1887 5.4024 4.1636  2.347
O7 2.9989 6.2321 3.2958  -0.923
O8 2.5753 5.7271 5.7134  -0.715
C14 3.7567 5.1510 6.2546  -0.077
C15 5.0032 5.8400 5.7333  -0.641
C16 0.5470 6.0757 4.1878  -0.880
H21 3.7865 4.0731 6.0564  0.196
H22 3.7084 5.2765 7.3421  0.191
H23 5.1253 5.6760 4.6587  0.229
H24 5.8967 5.4590 6.2342  0.213
H25 4.9398 6.9219 5.8897  0.214
H26 -0.0710 5.4827 4.8626  0.253
H27 0.1507 6.0241 3.1708  0.271
H28 0.5961 7.1165 4.5131  0.249

Values from the calculation:
Total energy: -56574.3031 eV
Total charge: -1